Entry 1
The following is a quantum chemistry calculation of a single H6Si3 molecule, from OMol25.

As for the highest occupied orbital energy: -0.3193 Eh. The value obtained for the orbital gap is 7.205 eV.

CARTESIAN COORDINATES (ANGSTROEM)
1 Si -0.76947 0.49046 2.26975
2 Si 1.19193 -0.23892 -0.88802
3 Si -0.88388 0.39291 0.05608
4 H -1.71619 -0.58838 2.66505
5 H 1.60119 0.34585 -2.12721
6 H 0.90966 -1.68464 -1.08657
7 H 2.25402 -0.11122 0.30217
8 H -1.63249 -0.34378 -0.89261
9 H -0.95477 1.73771 -0.29864

=====

Entry 2
The following is a quantum chemistry calculation of 2 unconnected molecules or ions with the total composition H6Si3, from OMol25.

As for the highest occupied orbital energy (alpha / beta): -0.3056 / -0.2903 Eh. The value obtained for the orbital gap (alpha / beta) is 7.580 / 5.718 eV.

CARTESIAN COORDINATES (ANGSTROEM)
1 Si 2.71490 -0.74528 -0.55271
2 Si -3.40758 -0.42188 -0.30537
3 Si 2.29526 0.99587 0.64272
4 H 3.42548 -0.47397 -1.81497
5 H -4.57113 -1.26644 -0.21998
6 H -2.56276 -0.52624 -1.39611
7 H -2.33791 -0.32578 0.64391
8 H 1.96641 0.31898 1.89673
9 H 2.47732 2.44474 1.10578

=====

entry 1 comes first in stability; the runner-up is 295.4 kJ/mol higher.

=====

Entry 1
The following is a quantum chemistry calculation of a single C4H5N3O2 molecule, from OMol25.

As for the highest occupied orbital energy: -0.3019 Eh. The value obtained for the orbital gap is 7.829 eV.

CARTESIAN COORDINATES (ANGSTROEM)
1 C 1.45216 0.22930 1.63844
2 C 0.51035 0.96427 0.88535
3 C 1.58669 -1.13052 1.71368
4 C -0.47949 -0.80968 -0.68052
5 N -0.23396 0.58953 -0.17351
6 N -1.07164 -1.23386 -1.70476
7 N 0.17887 -1.54185 0.21701
8 O 2.09779 -2.02257 2.28310
9 O 0.35142 -2.98178 -0.03932
10 H 2.02100 0.78960 2.23693
11 H 0.44298 2.01725 0.93872
12 H -0.60114 1.23419 -0.84359
13 H -0.56579 -3.14858 -0.20722
14 H -1.35030 -0.48905 -2.35763

=====

Entry 2
The following is a quantum chemistry calculation of a single C4H5N3O2 molecule, from OMol25.

As for the highest occupied orbital energy: -0.3118 Eh. The value obtained for the orbital gap is 8.889 eV.

CARTESIAN COORDINATES (ANGSTROEM)
1 C -1.18140 -0.51544 -0.02090
2 C -0.89245 0.81941 -0.02458
3 C 0.47332 1.08645 -0.01323
4 C 2.39764 -0.67983 0.02841
5 H -2.29634 -2.29514 -0.02221
6 H -3.13941 -0.67109 0.02236
7 H -1.63565 1.60780 0.43406
8 H 0.54343 2.97183 -0.36702
9 H 3.14840 0.01136 0.22811
10 N -2.30175 -1.22987 -0.01997
11 N 1.19043 2.23403 -0.12422
12 N 1.07785 -0.26981 0.16486
13 O 2.58754 -1.91462 -0.07741
14 O 0.02838 -1.15509 -0.20827

=====

Entry 3
The following is a quantum chemistry calculation of a single C4H5N3O2 molecule, from OMol25.

As for the highest occupied orbital energy: -0.3934 Eh. The value obtained for the orbital gap is 10.392 eV.

CARTESIAN COORDINATES (ANGSTROEM)
1 C -1.70255 0.06258 -1.25812
2 C 0.19025 -0.05175 0.15618
3 C 2.32870 -0.91531 -0.14269
4 C -0.94163 0.82430 -0.29903
5 N -2.48146 -0.45446 -1.91909
6 N 1.25132 -0.01132 -0.50953
7 N -1.79857 1.00370 0.93411
8 O -2.14204 2.09968 1.24459
9 O -2.03729 -0.03757 1.49935
10 H 0.10546 -0.80368 0.89037
11 H 2.71874 -1.60834 -0.91232
12 H 1.94443 -1.59241 0.76845
13 H 3.04454 -0.19895 0.17184
14 H -0.47991 1.68352 -0.62411

=====

Entry 4
The following is a quantum chemistry calculation of a single C4H5N3O2 molecule, from OMol25.

As for the highest occupied orbital energy (alpha / beta): -0.3330 / -0.3330 Eh. The value obtained for the orbital gap (alpha / beta) is 7.993 / 7.995 eV.

CARTESIAN COORDINATES (ANGSTROEM)
1 C -0.51065 -1.50501 0.05609
2 C -0.06336 1.18576 -1.13563
3 C -1.38762 0.63184 0.76362
4 C 0.71606 -0.97808 -0.51610
5 N -1.37087 -0.76177 0.59273
6 N -0.90280 1.42204 -0.29268
7 N 1.64729 -0.22026 0.20225
8 O 2.57093 0.27229 -0.40929
9 O 1.33644 0.11238 1.30703
10 H -0.78258 -2.51174 -0.12131
11 H 0.52753 1.92495 -1.60523
12 H -2.30892 1.03485 1.02841
13 H -0.60764 0.97533 1.48957
14 H 1.13618 -1.58259 -1.35945

=====

entry 2 comes first in stability; the runner-up is 103.0 kJ/mol higher.

=====

Entry 1
The following is a quantum chemistry calculation of 2 unconnected molecules or ions with the total composition C9H14, from OMol25.

Its multiplicity is 2. The net charge is +1. As for the highest occupied orbital energy (alpha / beta): -0.5272 / -0.5272 Eh. As for the expectation value of S²: 0.77. The value obtained for the orbital gap (alpha / beta) is 9.959 / 6.227 eV.

CARTESIAN COORDINATES (ANGSTROEM)
1 C 1.90809 3.39184 0.27192
2 C 2.07102 4.30318 1.47749
3 H 1.79640 2.35116 0.57368
4 H 1.12814 3.69834 -0.42283
5 H 2.82810 3.31873 -0.32081
6 H 2.79802 5.08716 1.27714
7 H 2.42236 3.75819 2.35486
8 H 1.12909 4.76563 1.76880
9 C -1.86094 -2.63065 -1.96550
10 C 0.02073 0.13667 -0.28505
11 C -0.59326 -0.58636 -1.26672
12 C 0.04104 -0.36891 1.03508
13 C -1.08534 -1.88427 -0.98648
14 C -0.39816 -1.69078 1.31560
15 C -0.89244 -2.46837 0.32396
16 H 0.39062 1.13181 -0.49143
17 H -0.62604 -0.17684 -2.26356
18 H 0.34931 0.27484 1.84595
19 H -0.23930 -2.06809 2.31213
20 H -2.26468 -2.03741 -2.77882
21 H -2.63064 -3.28493 -1.56168
22 H -1.23283 -3.48002 0.48992
23 H -1.10806 -3.30289 -2.41111

=====

Entry 2
The following is a quantum chemistry calculation of 2 unconnected molecules or ions with the total composition C9H14, from OMol25.

Its multiplicity is 2. The net charge is +1. As for the highest occupied orbital energy (alpha / beta): -0.5318 / -0.5329 Eh. As for the expectation value of S²: 0.77. The value obtained for the orbital gap (alpha / beta) is 10.083 / 6.297 eV.

CARTESIAN COORDINATES (ANGSTROEM)
1 C 1.50141 2.34620 0.75831
2 C 1.65821 0.90294 1.25788
3 H 0.92748 2.36797 -0.16931
4 H 1.04122 2.95741 1.52996
5 H 2.46113 2.78925 0.48526
6 H 0.98540 0.73587 2.10659
7 H 2.58300 0.61523 1.76070
8 H 1.53639 0.34121 0.33896
9 C -1.35400 -2.38977 0.97903
10 C -1.61707 0.61310 -1.23682
11 C -1.90789 -0.39227 -0.34573
12 C -0.32622 0.62237 -1.81545
13 C -0.98015 -1.43608 -0.09083
14 C 0.55300 -0.46196 -1.71033
15 C 0.27681 -1.46100 -0.81719
16 H -2.34014 1.40704 -1.35047
17 H -2.93161 -0.47138 -0.00106
18 H -0.12470 1.52524 -2.38248
19 H 1.41223 -0.44653 -2.36667
20 H -2.17753 -3.03369 0.65002
21 H -1.59953 -1.77684 1.83871
22 H 1.00765 -2.24682 -0.68467
23 H -0.58511 -3.10750 1.26560

=====

Entry 3
The following is a quantum chemistry calculation of 2 unconnected molecules or ions with the total composition C9H14, from OMol25.

Its multiplicity is 2. The net charge is +1. As for the highest occupied orbital energy (alpha / beta): -0.5390 / -0.5415 Eh. As for the expectation value of S²: 0.77. The value obtained for the orbital gap (alpha / beta) is 10.249 / 6.581 eV.

CARTESIAN COORDINATES (ANGSTROEM)
1 C -0.86765 2.23944 -0.29852
2 C -0.50089 -1.52956 -2.13770
3 C 0.66618 -0.70546 -2.05124
4 C -1.68776 -1.28022 -1.45935
5 C 0.60141 0.52283 -1.47351
6 C -1.72382 -0.01709 -0.89398
7 C -0.62901 0.89849 -0.84102
8 H -0.47852 -2.37262 -2.82114
9 H 1.56833 -1.16455 -2.42309
10 H -2.48144 -1.99411 -1.33434
11 H 1.42865 1.21316 -1.41577
12 H -2.64584 0.18549 -0.36165
13 H -0.59281 2.38613 0.75600
14 H -1.86098 2.64161 -0.46456
15 H -0.06008 2.84837 -0.73486
16 C 0.74012 -0.97114 2.66434
17 C 1.62690 -0.01560 1.83941
18 H 0.21647 -1.70104 2.04158
19 H 1.33379 -1.43650 3.44171
20 H -0.11892 -0.43183 3.07195
21 H 1.91591 0.85811 2.42113
22 H 2.56969 -0.42203 1.47866
23 H 0.98027 0.24814 0.99597

=====

entry 1 comes first in stability; the runner-up is 37.1 kJ/mol higher.

=====

Entry 1
The following is a quantum chemistry calculation of 2 unconnected molecules or ions with the total composition C5H6F2O, from OMol25.

As for the highest occupied orbital energy (alpha / beta): -0.3528 / -0.2941 Eh. The value obtained for the orbital gap (alpha / beta) is 8.945 / 6.341 eV.

CARTESIAN COORDINATES (ANGSTROEM)
1 C 1.13938 -0.34380 1.18888
2 C 0.70047 -0.29648 -0.11750
3 C -2.25473 0.38671 0.49081
4 C 1.10614 0.78914 -1.01051
5 C -0.30013 -1.18431 -0.40618
6 O -2.83633 0.56716 1.49922
7 F -1.99054 1.43827 -0.42909
8 F -0.54820 -2.20774 0.38784
9 H 0.88602 -1.13354 1.84478
10 H 1.63439 0.41427 1.67343
11 H 0.23217 0.81668 -1.70767
12 H 1.36422 1.75017 -0.51343
13 H 1.87783 0.24842 -1.66192
14 H -1.01071 -1.24496 -1.23865

=====

Entry 2
The following is a quantum chemistry calculation of a single C5H6F2O molecule, from OMol25.

As for the highest occupied orbital energy (alpha / beta): -0.2622 / -0.2630 Eh. The value obtained for the orbital gap (alpha / beta) is 7.898 / 7.551 eV.

CARTESIAN COORDINATES (ANGSTROEM)
1 C 1.74517 1.05710 0.10784
2 C 1.14812 0.30939 1.11045
3 C -0.65327 -0.67270 -0.03788
4 C 1.08220 1.42999 -1.04371
5 C -1.98782 -1.33736 0.24484
6 O 0.07024 -0.36409 0.99084
7 F -0.27423 1.62394 -1.24873
8 F 1.78148 1.99549 -2.11815
9 H 2.80291 0.83224 0.05092
10 H 1.67397 0.00687 1.97039
11 H -0.53126 -0.42839 -1.06230
12 H -2.63142 -0.52338 0.22315
13 H -1.98656 -1.80715 1.28405
14 H -2.23954 -2.12195 -0.47171

=====

entry 1 comes first in stability; the runner-up is 44.4 kJ/mol higher.

=====

Entry 1
The following is a quantum chemistry calculation of 3 unconnected molecules or ions with the total composition CHClO3S, from OMol25.

As for the highest occupied orbital energy: -0.4097 Eh. The value obtained for the orbital gap is 9.478 eV.

CARTESIAN COORDINATES (ANGSTROEM)
1 C -1.08818 1.37370 -1.45129
2 O -2.12970 1.19227 -1.10342
3 O 0.87301 -0.87831 -0.29957
4 O 1.94086 1.00210 0.54464
5 S 1.74294 0.18874 -0.62847
6 Cl -1.25306 -1.74226 1.62225
7 H -0.08587 -1.13624 1.31586

=====

Entry 2
The following is a quantum chemistry calculation of 2 unconnected molecules or ions with the total composition CHClO3S, from OMol25.

As for the highest occupied orbital energy: -0.3946 Eh. The value obtained for the orbital gap is 10.217 eV.

CARTESIAN COORDINATES (ANGSTROEM)
1 C -1.62105 0.21782 0.27592
2 O -1.88108 -0.12436 -0.78918
3 O 0.41598 1.02951 -0.25450
4 O -1.50580 0.49236 1.38119
5 S 1.25813 -0.01672 -0.79604
6 Cl 0.83676 -1.75357 0.28953
7 H 2.49706 0.15495 -0.10692

=====

entry 2 comes first in stability; the runner-up is 33.1 kJ/mol higher.